No. 1
DFT (wB97M-V/def2-TZVPD) results for a structure of composition C26H42F6O16Pb.

Positions of all 91 atoms, in Å:
Pb1 -0.067 -0.195 0.435
C1 -0.136 3.358 -0.607
O1 1.053 3.329 -1.441
O2 -0.371 2.179 -0.137
C2 0.122 4.405 0.493
F1 0.061 5.673 0.009
F2 -0.799 4.362 1.480
F3 1.324 4.280 1.078
C3 1.202 4.281 -2.472
C4 2.686 4.600 -2.647
H1 2.796 5.429 -3.348
H2 3.130 4.913 -1.700
H3 3.225 3.715 -2.992
H4 0.704 5.222 -2.244
H5 0.835 3.873 -3.423
H6 -0.982 3.724 -1.232
C5 0.007 -3.736 1.084
O3 -1.399 -4.021 0.847
O4 0.343 -2.604 0.510
C6 0.298 -3.744 2.595
F4 1.537 -3.299 2.854
F5 -0.557 -3.023 3.319
F6 0.266 -5.015 3.105
C7 -1.858 -5.317 1.106
C8 -3.369 -5.371 0.930
H7 -3.668 -5.172 -0.105
H8 -3.689 -6.407 1.076
H9 -3.866 -4.709 1.631
H10 -1.682 -5.656 2.133
H11 -1.407 -6.099 0.475
H12 0.597 -4.568 0.638
C9 3.946 -1.999 1.857
O5 4.474 -0.910 1.101
C10 3.600 0.035 0.830
O6 2.412 -0.012 1.057
O7 4.199 1.053 0.253
C11 3.294 2.054 -0.293
H13 4.789 -2.671 2.019
H14 3.241 -2.569 1.256
H15 3.541 -1.638 2.794
H16 3.914 2.859 -0.663
H17 2.597 2.380 0.474
H18 2.698 1.620 -1.097
C12 -3.254 2.189 1.361
O8 -3.915 1.284 2.256
C13 -3.354 0.084 2.321
O9 -2.312 -0.229 1.790
O10 -4.095 -0.708 3.058
C14 -3.586 -2.049 3.171
H19 -3.028 1.762 0.389
H20 -2.321 2.547 1.786
H21 -3.944 3.028 1.274
H22 -3.381 -2.467 2.185
H23 -4.285 -2.627 3.759
H24 -2.619 -2.029 3.675
O11 -2.163 -0.985 -0.949
C15 -2.478 -1.743 -1.815
O12 -3.511 -1.502 -2.636
C16 -3.530 -2.419 -3.766
C17 -2.425 -3.432 -3.529
C18 -1.843 -3.069 -2.124
H25 -3.381 -1.766 -4.629
H26 -4.537 -2.818 -3.850
H27 -1.628 -3.544 -4.257
H28 -2.831 -4.443 -3.418
H29 -0.764 -2.959 -2.195
H30 -2.068 -3.781 -1.338
O13 0.184 0.861 2.829
C19 0.670 1.847 3.298
O14 1.915 2.246 3.013
C20 2.306 3.398 3.790
C21 1.107 3.780 4.665
C22 -0.017 2.821 4.228
H31 2.578 4.157 3.063
H32 3.177 3.192 4.411
H33 0.848 4.830 4.539
H34 1.303 3.638 5.726
H35 -0.864 3.284 3.736
H36 -0.361 2.195 5.052
O15 0.651 -0.570 -2.151
C23 1.066 -0.199 -3.206
O16 0.866 1.057 -3.642
C24 1.584 1.302 -4.858
C25 1.823 -0.079 -5.471
C26 1.892 -0.960 -4.229
H37 2.516 1.832 -4.652
H38 0.964 1.920 -5.502
H39 2.708 -0.151 -6.093
H40 0.922 -0.342 -6.028
H41 2.878 -1.024 -3.753
H42 1.494 -1.969 -4.322

The calculation puts the orbital gap at 0.3036 Eh. The relative energy (zero: lowest compared OMol25 entry of this formula, charge and spin) is 11.80 kcal per mole. As for the lowest unoccupied orbital energy: 0.355 eV. The molar mass comes out at 931.794 g/mol.

Löwdin atomic charge list, values in e, 5 entries: 1.717 -0.483 -0.123 -0.275 -0.520

=====

No. 2
DFT (wB97M-V/def2-TZVPD) results for an isolated molecule of C2H5BO2.

Positions of all 10 atoms, in Å:
C1 -1.896 0.092 0.252
C2 -0.731 0.396 -0.288
B1 0.667 -0.121 -0.100
O1 1.623 0.826 0.178
O2 1.091 -1.409 -0.153
H1 -2.830 0.684 0.124
H2 -1.855 -0.469 1.148
H3 -0.587 1.079 -1.268
H4 2.459 0.343 0.342
H5 2.058 -1.421 -0.235

The SMILES is C=CB(O)O. The calculation puts the orbital gap at 0.3874 Eh. The relative energy (zero: lowest compared OMol25 entry of this formula, charge and spin) is 15.09 kcal per mole. As for the lowest unoccupied orbital energy: 0.289 eV. The molar mass comes out at 71.872 g/mol.

Löwdin atomic charge list, values in e, 5 entries: 0.003 -0.063 -0.753 0.145 0.177

=====

> relative energy (zero: lowest compared OMol25 entry of this formula, charge and spin) of number 1 (C26H42F6O16Pb)?

11.80 kcal per mole

=====

> What is the relative energy (zero: lowest compared OMol25 entry of this formula, charge and spin) in the second record?

15.09 kcal per mole

=====

> orbital gap of number 1 (C26H42F6O16Pb)?

0.3036 Eh